{
  "formula": "C11H21FNO6S3",
  "method": "ωB97M-V/def2-TZVPD",
  "elements": ["C", "C", "C", "N", "S", "O", "O", "F", "H", "H", "H", "H", "H", "C", "C", "C", "S", "O", "O", "C", "H", "H", "H", "H", "H", "H", "H", "H", "C", "C", "C", "S", "O", "O", "C", "H", "H", "H", "H", "H", "H", "H", "H"],
  "coordinates": [[-1.954, -2.728, 0.221], [-2.432, -1.639, 0.334], [-3.300, -0.488, 0.290], [-4.485, -0.719, -0.631], [-5.736, -1.823, -0.050], [-5.125, -3.035, 0.300], [-6.722, -1.834, -1.051], [-6.195, -1.091, 1.197], [-1.612, -3.728, 0.124], [-3.610, -0.197, 1.290], [-2.714, 0.319, -0.152], [-4.206, -1.011, -1.576], [-4.947, 0.193, -0.752], [0.539, 0.647, 4.212], [1.800, 1.172, 3.511], [2.071, 0.264, 2.305], [0.476, -0.382, 1.801], [0.463, -1.807, 2.014], [0.101, 0.206, 0.529], [-0.478, 0.399, 3.101], [0.159, 1.353, 4.947], [0.763, -0.289, 4.727], [1.628, 2.194, 3.170], [2.655, 1.192, 4.183], [2.512, 0.811, 1.472], [2.701, -0.583, 2.570], [-1.295, -0.256, 3.398], [-0.868, 1.338, 2.707], [1.478, 0.275, -3.166], [2.417, 0.871, -4.224], [3.429, 1.761, -3.490], [3.592, 1.074, -1.836], [3.079, 2.030, -0.883], [4.893, 0.480, -1.689], [2.380, -0.225, -2.043], [0.867, -0.530, -3.574], [0.808, 1.050, -2.787], [2.941, 0.064, -4.739], [1.872, 1.438, -4.976], [4.403, 1.755, -3.972], [3.070, 2.783, -3.390], [1.851, -0.387, -1.107], [2.910, -1.130, -2.338]],
  "lowdin_charge": [0.191, -0.139, -0.143, 0.033, 0.644, -0.147, -0.157, -0.039, 0.073, 0.142, 0.142, 0.192, 0.178, -0.212, -0.198, -0.202, 0.657, -0.319, -0.349, -0.240, 0.119, 0.123, 0.122, 0.121, 0.091, 0.113, 0.102, 0.106, -0.224, -0.211, -0.214, 0.662, -0.327, -0.315, -0.231, 0.112, 0.116, 0.118, 0.114, 0.105, 0.105, 0.074, 0.112],
  "energy_ev": -60734.709,
  "total_charge": 1,
  "homo_energy_ev": -12.18,
  "gap_ev": 8.2
}

---

{
  "formula": "C9H19N4",
  "method": "ωB97M-V/def2-TZVPD",
  "elements": ["C", "C", "C", "C", "C", "C", "C", "C", "C", "N", "N", "N", "N", "H", "H", "H", "H", "H", "H", "H", "H", "H", "H", "H", "H", "H", "H", "H", "H", "H", "H", "H"],
  "coordinates": [[-2.971, -0.538, 0.156], [-1.879, 0.381, 0.544], [-2.496, -1.411, -0.977], [-0.978, -1.460, -0.812], [-0.576, -0.052, -0.349], [0.827, 0.136, 0.144], [2.410, -1.596, -0.550], [2.644, -0.590, 1.742], [1.653, -0.997, 0.651], [-4.054, -0.507, 0.781], [-1.980, 1.322, 1.333], [-0.056, 3.439, -0.869], [1.284, 1.349, 0.161], [-2.959, -2.396, -0.952], [-2.770, -0.935, -1.923], [-0.730, -2.204, -0.057], [-0.485, -1.734, -1.744], [-0.708, 0.642, -1.191], [3.124, -0.882, -0.952], [1.733, -1.894, -1.344], [2.952, -2.476, -0.217], [3.115, -1.486, 2.138], [2.144, -0.086, 2.566], [3.440, 0.044, 1.357], [0.988, -1.766, 1.054], [-4.772, -1.165, 0.490], [-1.190, 1.911, 1.563], [0.585, 3.968, -1.452], [-0.864, 3.213, -1.438], [-0.379, 4.068, -0.139], [2.212, 1.523, 0.528], [0.739, 2.180, -0.242]],
  "lowdin_charge": [-0.341, -0.245, -0.109, -0.151, -0.145, -0.173, -0.021, -0.049, -0.347, 0.208, 0.209, 0.051, 0.247, 0.129, 0.133, 0.123, 0.118, 0.150, 0.094, 0.074, 0.098, 0.097, 0.093, 0.082, 0.143, 0.080, 0.062, 0.069, 0.065, 0.070, 0.133, 0.053],
  "energy_ev": -15595.217,
  "total_charge": 1,
  "homo_energy_ev": -12.70,
  "gap_ev": 9.1
}

---

{
  "formula": "C6H10N2",
  "method": "ωB97M-V/def2-TZVPD",
  "elements": ["C", "C", "C", "C", "C", "C", "H", "H", "H", "H", "H", "H", "H", "H", "H", "H", "N", "N"],
  "coordinates": [[1.452, -1.744, 0.291], [0.428, -1.086, -0.545], [-0.413, 0.791, -0.325], [-0.357, 2.221, 0.271], [-0.861, -0.497, 0.338], [-2.397, -0.889, 0.169], [2.802, -1.176, -0.027], [1.196, -1.641, 1.546], [1.391, -3.100, -0.032], [0.014, -1.332, -1.499], [1.378, 0.489, 0.106], [-0.882, 1.049, -1.266], [-0.236, 2.924, -0.693], [-1.317, 2.303, 0.551], [0.878, 2.517, 0.941], [-0.484, -0.147, 1.389], [0.910, 0.271, -0.867], [-3.503, -0.952, -0.348]],
  "lowdin_charge": [-0.133, -0.437, -0.476, -0.059, -0.168, -0.106, 0.198, 0.126, 0.153, 0.132, 0.086, 0.124, 0.109, 0.005, 0.194, 0.155, -0.002, 0.099],
  "energy_ev": -9356.010,
  "total_charge": 0,
  "homo_energy_ev": -10.18,
  "gap_ev": 10.8
}

---

{
  "formula": "C5H9Br",
  "method": "ωB97M-V/def2-TZVPD",
  "elements": ["C", "C", "C", "C", "C", "Br", "H", "H", "H", "H", "H", "H", "H", "H", "H"],
  "coordinates": [[-1.062, -0.929, 0.777], [0.319, -1.018, 0.043], [0.548, -0.529, -1.375], [1.159, 0.086, -0.193], [0.889, 1.656, 0.288], [3.094, -0.108, 0.030], [-1.694, -1.778, 0.592], [-1.470, 0.025, 0.539], [-0.931, -0.826, 1.913], [0.750, -2.028, 0.271], [1.060, -1.328, -1.917], [-0.310, 0.070, -1.876], [1.206, 1.730, 1.315], [-0.187, 2.123, 0.289], [1.515, 2.342, -0.368]],
  "lowdin_charge": [-0.047, -0.378, -0.121, -0.835, -0.105, 0.685, 0.062, 0.043, 0.099, 0.143, 0.102, 0.146, 0.036, 0.095, 0.073],
  "energy_ev": -75371.744,
  "total_charge": 0,
  "smiles": "C[C@H]1C[C@]1(C)Br",
  "homo_energy_ev": -9.80,
  "gap_ev": 10.8
}

---

Maximum force? In order: 0.0710 0.0510 0.1452 0.1011 hartree/bohr.
LUMO energy? In order: -4.03 -3.63 0.59 0.98 eV.
Energy above the lowest of the compared OMol25 structures with the same formula, charge and spin? In order: 0.0 0.0 194.3 12.7 kcal per mole.